9
Properties=species:S:1:pos:R:3:nbo_charge:R:1 method="wB97M-V/def2-TZVPD" energy_ev=-8743.347 lumo_ev=0.4 e_above_lowest_kcal_mol=41.1 total_charge=0 orbital_gap_ev=11.65 e_homo_ev=-11.233 smiles="O=C=O.CC#N" multiplicity=1
O -1.2359 -0.9164 -1.8426 -0.533
C -1.5270 -1.9866 -1.5737 1.044
O -2.0619 -2.9588 -1.3936 -0.464
C 0.1095 -0.0887 0.3590 -0.769
C 0.8239 -1.2396 -0.0350 0.272
N 1.3603 -2.0681 -0.5566 -0.355
H -0.6756 -0.2980 1.2682 0.238
H -0.5721 -0.1686 -0.6524 0.317
H 0.5687 0.7627 0.6592 0.250